(1)
Below is a 2-piece molecular cluster, C6H14N2O4P2 overall at a distorted geometry, with properties calculated with ωB97M-V with the def2-TZVPD basis set.

Each line ends with the natural charge from an NBO analysis.
Atoms and positions in Å:
C -1.67148 0.03873 -1.42685  -0.388
C -1.48283 1.54344 -1.29116  -0.385
C -2.32594 -0.42817 -0.12976  -0.440
C -0.18683 1.74591 -0.48355  -0.483
C -1.35299 0.11062 1.00365  -0.247
C -0.43089 1.05703 0.87372  -0.311
N 2.03316 0.63950 2.33908  -1.197
N 2.61344 -2.83793 -0.57354  -1.222
O -0.18317 1.19158 3.72942  -1.192
O 2.16775 -1.25065 -2.47377  -1.197
O 0.97688 2.96345 2.29240  -1.195
O 0.47816 -3.19894 -2.15996  -1.185
P 0.58224 1.56117 2.46997  2.270
P 1.41942 -2.19033 -1.63461  2.163
H -2.45487 -0.28869 -2.20096  0.167
H -0.75220 -0.33612 -1.65978  0.232
H -1.27253 2.03848 -2.33301  0.173
H -2.24249 2.03164 -0.81803  0.186
H -3.38721 0.05064 -0.06992  0.183
H -2.20666 -1.50990 -0.14836  0.221
H 0.68664 1.28421 -0.81136  0.224
H 0.07119 2.74735 -0.10612  0.236
H -1.35908 -0.19784 2.00356  0.215
H 0.74876 -1.29864 -0.54809  -0.273
H 1.94988 -0.29882 2.72138  0.360
H 2.38236 -3.49627 0.12688  0.355
H 3.01310 -2.04775 -0.07013  0.364
H 2.18620 0.37631 1.37890  0.366

Its frontier orbital gap is 8.291 eV. The total charge is -2. The value obtained for the relative energy (zero: lowest compared OMol25 entry of this formula, charge and spin) is 0.000 eV.


(2)
Below is one molecule with the formula C24H30FN3O2, with properties calculated with ωB97M-V with the def2-TZVPD basis set.

Each line ends with the natural charge from an NBO analysis.
Atoms and positions in Å:
C -5.85113 -0.10868 0.84913  -0.612
C -5.21859 -0.02967 -0.54067  -0.026
C -5.92549 1.02490 -1.40278  -0.635
N -3.77670 0.15722 -0.43722  -0.481
C -3.02767 -0.39801 -1.55063  -0.222
C -2.49235 -1.79573 -1.20553  -0.229
N -1.36528 -1.70455 -0.30645  -0.635
C -0.10870 -1.97771 -0.71116  0.673
O 0.15940 -2.50312 -1.77049  -0.632
C 0.95963 -1.56279 0.31486  -0.138
C 0.90471 -2.40117 1.60477  -0.396
C 1.96938 -3.47415 1.38899  -0.502
C 2.91678 -2.86488 0.36565  0.696
O 4.03129 -3.24385 0.08698  -0.622
N 2.29143 -1.80158 -0.18344  -0.427
C 2.81790 -1.07150 -1.31246  -0.242
C 2.92546 0.39979 -1.01684  -0.042
C 3.73064 0.83727 0.02959  -0.189
C 3.84706 2.18414 0.31775  -0.272
C 3.14613 3.09085 -0.45813  0.381
F 3.25259 4.40995 -0.18415  -0.327
C 2.33171 2.68587 -1.49921  -0.287
C 2.22336 1.33263 -1.76838  -0.185
C -3.32412 1.47071 -0.01393  -0.233
C -2.08996 1.35378 0.84419  -0.034
C -0.92996 2.05981 0.56135  -0.216
C 0.17638 1.95688 1.38903  -0.204
C 0.13915 1.13660 2.50333  -0.220
C -1.00976 0.41506 2.78685  -0.233
C -2.11489 0.52340 1.96169  -0.189
H -6.89924 -0.38243 0.76098  0.213
H -5.79306 0.84391 1.36982  0.200
H -5.34452 -0.86246 1.44612  0.213
H -5.35458 -1.00762 -1.01672  0.195
H -6.96147 0.73884 -1.56367  0.216
H -5.43990 1.11310 -2.37262  0.209
H -5.91057 1.99888 -0.91977  0.203
H -3.64388 -0.47099 -2.45590  0.189
H -2.17376 0.24500 -1.78040  0.202
H -3.28387 -2.38852 -0.73907  0.193
H -2.13889 -2.30334 -2.10516  0.235
H -1.51497 -1.15814 0.53138  0.413
H 0.82429 -0.49182 0.51809  0.237
H -0.08554 -2.82056 1.77412  0.222
H 1.16587 -1.77366 2.45766  0.213
H 2.49974 -3.75429 2.29687  0.234
H 1.54803 -4.37806 0.94547  0.234
H 3.80834 -1.49692 -1.50470  0.249
H 2.18143 -1.24483 -2.18592  0.225
H 4.27449 0.11105 0.61485  0.227
H 4.47208 2.53794 1.12254  0.231
H 1.79965 3.42191 -2.08126  0.230
H 1.59201 0.99800 -2.57827  0.219
H -3.12453 2.14247 -0.86399  0.180
H -4.10880 1.92801 0.59230  0.213
H -0.89101 2.70728 -0.30305  0.214
H 1.06836 2.52109 1.16509  0.226
H 1.00126 1.06432 3.14950  0.218
H -1.04750 -0.22418 3.65691  0.217
H -3.01932 -0.02326 2.18420  0.214

Its frontier orbital gap is 9.261 eV. The value obtained for the relative energy (zero: lowest compared OMol25 entry of this formula, charge and spin) is 0.457 eV.


(3)
Below is one molecule with the formula C19H23N3O5 at a distorted geometry, with properties calculated with ωB97M-V with the def2-TZVPD basis set.

Each line ends with the natural charge from an NBO analysis.
Atoms and positions in Å:
C -1.26215 -6.65801 -4.91831  -0.256
O -0.78450 -5.34028 -4.76446  -0.478
C -1.12059 -4.64364 -3.66033  0.349
C -1.92827 -5.11842 -2.62517  -0.313
C -2.20697 -4.31995 -1.53709  -0.145
C -1.69458 -3.02080 -1.43905  -0.090
C -1.94174 -2.13297 -0.34065  -0.031
C -2.60422 -2.34057 0.82729  -0.312
C -3.20397 -3.55170 1.23127  0.270
N -3.71969 -4.50959 1.59621  -0.292
C -2.69366 -1.27116 1.85016  0.799
O -2.83599 -1.44376 3.03045  -0.558
O -2.58762 -0.04244 1.28500  -0.533
C -2.51358 1.07409 2.15665  -0.178
C -1.37722 2.01109 1.75387  0.671
O -0.97065 2.87386 2.50238  -0.609
N -0.90896 1.78273 0.50520  -0.655
C 0.20268 2.36186 -0.17049  0.792
O 0.53544 1.88671 -1.23169  -0.643
N 0.74578 3.40813 0.45372  -0.627
C 1.95992 4.03745 -0.01309  -0.222
C 3.19106 3.57386 0.77068  -0.399
C 3.13190 3.85689 2.27700  -0.222
C 3.06970 5.35365 2.57216  -0.609
C 4.35648 3.24312 2.95424  -0.597
C -0.88628 -2.55247 -2.49175  -0.145
C -0.60420 -3.34352 -3.57521  -0.268
H -2.35513 -6.68540 -4.95643  0.182
H -0.85946 -7.00655 -5.86771  0.206
H -0.90739 -7.30847 -4.11347  0.182
H -2.34440 -6.11253 -2.66052  0.227
H -2.83435 -4.70917 -0.75251  0.234
H -1.50395 -1.15024 -0.46680  0.215
H -2.36321 0.73637 3.18873  0.250
H -3.45664 1.63136 2.11198  0.220
H -1.35018 1.03576 -0.01841  0.426
H 0.39432 3.64515 1.37547  0.435
H 1.83938 5.12034 0.06207  0.196
H 2.07696 3.76659 -1.06499  0.232
H 4.06859 4.06689 0.34758  0.204
H 3.30642 2.49848 0.61796  0.208
H 2.23836 3.38036 2.69461  0.196
H 2.14895 5.79502 2.20007  0.202
H 3.11060 5.52429 3.64532  0.213
H 3.91211 5.86654 2.11222  0.202
H 4.40395 2.17240 2.76899  0.208
H 5.26857 3.69779 2.57298  0.200
H 4.31780 3.40205 4.02919  0.208
H -0.47650 -1.55390 -2.44396  0.222
H 0.01702 -2.98726 -4.38134  0.232

Its frontier orbital gap is 7.983 eV. The value obtained for the relative energy (zero: lowest compared OMol25 entry of this formula, charge and spin) is 2.473 eV.


(4)
Below is a 2-piece molecular cluster, CH5N2O2 overall at a distorted geometry, with properties calculated with ωB97M-V with the def2-TZVPD basis set.

Each line ends with the Mulliken spin population.
Atoms and positions in Å:
N -1.55368 0.45088 1.04437  0.006
C -0.25204 0.07229 1.12671  -0.051
O 0.66253 0.85520 1.00256  0.174
O -0.07122 -1.20712 1.31169  0.863
H -2.28641 -0.18439 1.30783  0.004
H -1.66233 1.44615 1.21688  0.004
N 1.26346 -0.16595 -1.92038  0.000
H 2.18100 -0.57381 -2.02616  0.000
H 1.16279 0.17245 -0.97392  0.000
H 0.55592 -0.86569 -2.08958  0.000

Its frontier orbital gap (spin up / spin down) is 10.203 / 6.226 eV. The expectation value of S² is 0.755. Its spin multiplicity is 2. The value obtained for the relative energy (zero: lowest compared OMol25 entry of this formula, charge and spin) is 0.000 eV.


(5)
Below is a 2-piece molecular cluster, CH4NOS2 overall at a distorted geometry, with properties calculated with ωB97M-V with the def2-TZVPD basis set.

Each line ends with the natural charge from an NBO analysis.
Atoms and positions in Å:
C -3.13190 0.54491 -0.00239  0.193
N 0.15100 -0.10224 -0.00670  -0.900
O -2.14974 1.22099 0.08406  -0.584
S -3.39992 -1.18099 -0.04825  0.115
S -4.79313 0.46104 -0.00342  0.345
H 0.81772 0.20320 -0.70846  0.454
H -0.60631 0.64236 0.12340  0.487
H 0.06619 -1.01468 -0.41856  0.447
H 0.37990 -0.26026 0.91815  0.442

Its frontier orbital gap is 8.260 eV. The total charge is +1. The value obtained for the relative energy (zero: lowest compared OMol25 entry of this formula, charge and spin) is 0.810 eV.


(6)
Below is C10H20NO2S3Zr as an isolated structure at a distorted geometry, with properties calculated with ωB97M-V with the def2-TZVPD basis set.

Each line ends with the natural charge from an NBO analysis.
Atoms and positions in Å:
Zr -0.05895 -0.49249 -0.29540  1.845
C -1.77968 -3.45547 -1.57296  -0.827
S -1.80596 -2.10986 -2.72668  1.289
C -0.43928 -2.54339 -3.76609  -0.822
O -1.30144 -0.87328 -1.92964  -1.030
H -2.13281 -4.32744 -2.12578  0.263
H -2.48364 -3.21437 -0.77785  0.268
H -0.76993 -3.60086 -1.18771  0.277
H -0.67471 -3.52019 -4.19097  0.259
H 0.46925 -2.57774 -3.16224  0.284
H -0.38556 -1.79554 -4.55330  0.262
C 1.66418 2.63372 2.62955  -0.809
S 0.27264 1.66000 2.13225  1.293
C -0.93726 2.92243 1.85611  -0.816
O 0.68533 1.21829 0.69933  -1.016
H 1.90887 3.34471 1.84224  0.256
H 2.48945 1.94800 2.80770  0.270
H 1.39265 3.13582 3.55856  0.258
H -1.13963 3.39635 2.81721  0.264
H -1.84192 2.42508 1.51035  0.261
H -0.56025 3.63688 1.12582  0.253
C 0.52948 -2.47199 2.71972  -0.643
C -0.76614 -1.76063 2.53149  0.139
C -1.73914 -1.57600 3.46588  -0.291
C -2.80085 -0.83696 2.86139  -0.273
C -2.44764 -0.59840 1.57054  0.067
C -3.25095 0.07992 0.50504  -0.640
N -1.17294 -1.16150 1.32987  -0.759
H 0.59139 -2.80111 3.75571  0.233
H 1.40476 -1.85313 2.51052  0.219
H 0.62611 -3.34569 2.07277  0.231
H -1.69364 -1.93171 4.48339  0.229
H -3.73030 -0.53636 3.32082  0.227
H -3.91706 -0.60771 -0.02354  0.228
H -2.66005 0.56531 -0.28169  0.188
H -3.87603 0.86245 0.93568  0.239
S 1.67187 -1.87292 -0.64960  -0.675

Its frontier orbital gap is 7.593 eV. The total charge is +1. The value obtained for the relative energy (zero: lowest compared OMol25 entry of this formula, charge and spin) is 0.243 eV.